[1]
C28H37BrFGeO5S5TeY | ωB97M-V/def2-TZVPD

Its total charge is -2. The value obtained for the energy above the lowest of the compared OMol25 structures with the same formula, charge and spin is 0.7862 eV. The spin multiplicity is 1. As for the orbital gap: 0.2183 Ha. The value obtained for the highest occupied orbital energy is -2.1 eV.

Structure (XYZ):
```
80
Properties=species:S:1:pos:R:3:mulliken_charge:R:1
Y -1.019 -2.358 -0.146 0.1324
C 6.201 1.396 2.319 -2.1657
C 4.995 0.866 3.095 2.0477
C 5.487 -0.246 4.032 -1.6811
C 4.431 2.018 3.940 -1.6951
C 3.906 0.322 2.172 -0.3337
C 2.742 -0.209 2.717 -0.2254
C 1.760 -0.701 1.888 -0.1262
Br 0.169 -1.438 2.612 -0.2277
C 1.836 -0.706 0.477 0.1590
O 0.866 -1.164 -0.244 0.7113
C 3.035 -0.179 -0.076 -1.0584
C 4.014 0.315 0.781 0.4315
C 3.222 -0.205 -1.594 2.5217
C 2.080 0.557 -2.283 -1.2072
C 3.224 -1.667 -2.065 -1.2350
C 4.542 0.432 -2.039 -2.6034
H 6.949 1.778 3.019 0.4377
H 5.919 2.211 1.649 0.3785
H 6.668 0.611 1.721 0.3810
H 6.261 0.131 4.708 0.4454
H 5.901 -1.075 3.455 0.3726
H 4.671 -0.642 4.639 0.3148
H 5.196 2.412 4.617 0.4512
H 3.583 1.689 4.541 0.3131
H 4.086 2.829 3.296 0.3666
H 2.591 -0.247 3.790 0.3813
H 4.911 0.715 0.335 0.5373
H 1.121 0.095 -2.061 -0.3249
H 2.225 0.546 -3.368 0.5260
H 2.057 1.598 -1.949 0.4014
H 2.338 -2.197 -1.722 -0.2171
H 4.101 -2.190 -1.675 0.3974
H 3.252 -1.711 -3.158 0.3861
H 4.602 1.487 -1.755 0.4250
H 4.609 0.374 -3.128 0.4402
H 5.409 -0.089 -1.626 0.4569
S 0.760 -4.479 -0.582 -0.4884
S 0.657 -4.407 -2.664 -0.1180
S -0.142 -2.600 -3.223 -0.0054
S -2.145 -2.907 -2.685 -0.2497
F -1.726 -0.430 -0.974 -0.3151
C -4.128 1.507 3.988 -1.1540
Te -3.826 -0.157 2.662 0.5210
C -3.521 -1.498 4.285 -1.0174
H -4.993 1.327 4.625 0.3408
H -4.311 2.392 3.380 0.2381
H -3.243 1.670 4.602 0.3228
H -2.622 -1.224 4.837 0.3116
H -3.404 -2.484 3.846 0.2099
H -4.390 -1.480 4.941 0.3765
O -3.080 -4.599 0.020 -0.6932
S -3.536 -3.424 0.760 1.2542
O -3.729 -2.287 -0.200 -0.4338
O -2.310 -2.938 1.581 -0.8122
O -4.663 -3.608 1.647 -0.7093
Ge -3.279 -0.775 -2.266 1.1073
C -2.415 0.268 -3.694 -0.2253
C -1.295 1.066 -3.464 0.3887
C -0.697 1.775 -4.498 -0.6092
C -1.211 1.700 -5.785 -0.4636
C -2.323 0.907 -6.032 -0.5911
C -2.914 0.198 -4.994 -0.4339
C -4.273 0.469 -1.103 -0.1005
C -3.723 1.634 -0.575 0.0969
C -4.502 2.521 0.157 -0.7336
C -5.846 2.250 0.380 -0.3267
C -6.404 1.088 -0.133 -0.6246
C -5.620 0.210 -0.869 -0.1823
H -4.491 -1.503 -2.928 -0.1897
H -0.873 1.111 -2.468 0.1187
H 0.183 2.374 -4.296 0.3928
H -0.741 2.248 -6.594 0.3586
H -2.726 0.832 -7.036 0.3709
H -3.772 -0.433 -5.204 0.3076
H -2.669 1.837 -0.712 0.1789
H -4.054 3.420 0.568 0.3669
H -6.451 2.934 0.965 0.3346
H -7.444 0.851 0.061 0.3354
H -6.052 -0.714 -1.239 0.2298
```

[2]
C6H8FN | ωB97M-V/def2-TZVPD

The value obtained for the energy above the lowest of the compared OMol25 structures with the same formula, charge and spin is 7.2430 eV. The spin multiplicity is 1. As for the orbital gap: 0.3537 Ha. The value obtained for the highest occupied orbital energy is -8.9 eV.

Structure (XYZ):
```
16
Properties=species:S:1:pos:R:3:mulliken_charge:R:1
C 0.191 -1.846 -0.213 -1.2815
C -0.074 -0.308 -0.076 1.2287
C -1.404 0.072 -0.614 -1.0994
C -2.510 0.269 -1.150 -0.0819
C 1.122 0.531 -0.138 -0.3960
C 0.559 0.142 1.166 0.0385
H -0.603 -2.297 0.444 0.3621
H 1.084 -2.021 0.368 0.3465
H 0.498 -2.136 -1.374 0.2736
H -3.710 0.321 -1.309 0.3335
H 2.067 0.074 -0.428 0.3317
H 1.226 2.778 0.766 0.2932
H -0.179 2.139 -0.788 0.3578
H 0.856 -0.686 1.915 0.3371
N 0.991 1.905 -0.340 -0.7713
F -0.113 1.063 1.769 -0.2724
```

[3]
C11H23N2O4P2Pb | ωB97M-V/def2-TZVPD

Its total charge is +1. The value obtained for the energy above the lowest of the compared OMol25 structures with the same formula, charge and spin is 0.0000 eV. The spin multiplicity is 1. As for the orbital gap: 0.3019 Ha. The value obtained for the highest occupied orbital energy is -11.4 eV.

Structure (XYZ):
```
43
Properties=species:S:1:pos:R:3:mulliken_charge:R:1
Pb -0.012 0.920 0.599 0.7439
P 2.290 -0.787 0.225 0.4858
C 2.396 -1.134 -1.582 -1.0204
C 1.084 -1.490 -2.248 0.1732
N -0.050 -0.929 -1.799 0.4067
C -1.222 -1.248 -2.370 0.1714
C -1.298 -2.173 -3.409 -0.7748
C -0.137 -2.727 -3.918 -0.5799
C 1.066 -2.368 -3.331 -0.6794
C -2.496 -0.658 -1.814 -0.9749
P -2.305 0.920 -0.897 0.6215
H 2.000 -2.759 -3.703 0.4700
H -2.266 -2.454 -3.797 0.4921
H -0.169 -3.423 -4.747 0.4347
H -3.237 -0.454 -2.604 0.5256
H -2.949 -1.324 -1.062 0.4055
H 2.828 -0.201 -1.995 0.4032
H 3.127 -1.955 -1.645 0.4780
H 1.053 3.908 -2.064 0.3088
O 1.279 3.011 -2.377 -0.5609
H 2.194 3.069 -2.707 0.2887
H -0.447 4.603 0.127 0.2794
O -0.617 4.306 -0.793 -0.5578
H -0.977 5.111 -1.222 0.2979
C -2.572 2.104 -2.254 -1.1544
H -3.585 1.918 -2.635 0.4325
H -2.418 3.144 -1.930 0.2790
H -1.818 1.881 -3.022 0.3795
C -3.842 0.908 0.100 -1.2360
H -3.933 1.816 0.719 0.3859
H -4.714 0.806 -0.560 0.3948
H -3.766 0.033 0.762 0.3661
C 2.126 -2.505 0.860 -1.2407
H 3.015 -3.070 0.546 0.4325
H 2.030 -2.516 1.959 0.3938
H 1.224 -2.948 0.421 0.3431
C 4.047 -0.436 0.619 -1.1262
H 4.171 -0.170 1.681 0.3799
H 4.649 -1.319 0.374 0.3619
H 4.367 0.417 0.003 0.3729
O -0.461 -1.196 3.942 -0.3841
N -0.705 -0.350 3.105 0.2448
O -0.930 -0.773 1.848 -0.4636
```

[4]
H20O10 | ωB97M-V/def2-TZVPD

The value obtained for the energy above the lowest of the compared OMol25 structures with the same formula, charge and spin is 9.8366 eV. The spin multiplicity is 1. As for the orbital gap: 0.2769 Ha. The value obtained for the highest occupied orbital energy is -7.5 eV.

Structure (XYZ):
```
30
Properties=species:S:1:pos:R:3:mulliken_charge:R:1
H -1.135 -0.945 0.045 0.2218
H 0.167 -0.965 1.112 0.2091
H 4.420 -0.555 1.645 0.3444
H 4.884 0.997 1.415 0.2897
H 0.791 4.433 -1.135 0.2953
H -0.185 3.203 -1.087 0.3061
H -2.509 -2.752 1.063 0.2935
H -2.095 -1.987 2.320 0.2878
H -2.300 -0.808 -4.990 0.3109
H -2.977 -0.030 -3.758 0.2920
H 4.015 -1.166 4.018 0.3089
H 5.006 -1.582 2.942 0.3302
H 0.320 1.678 -0.439 0.1886
H 0.016 1.844 1.064 0.3664
H -4.472 -0.212 -2.382 0.2593
H -3.579 -1.349 -1.781 0.3558
H -1.159 -0.996 3.200 0.3367
H -0.676 0.375 3.635 0.2756
H 0.670 0.958 -4.534 0.3122
H 0.933 0.405 -2.965 0.3045
O -0.742 -1.358 0.853 -0.4311
O 4.178 0.357 1.296 -0.6374
O 0.334 3.781 -0.529 -0.5712
O -1.727 -2.534 1.621 -0.5865
O -2.099 -0.387 -4.152 -0.6058
O 4.114 -1.322 3.059 -0.6284
O 0.785 1.627 0.390 -0.5996
O -4.367 -0.760 -1.678 -0.5986
O -1.405 -0.143 3.643 -0.6033
O 0.792 0.191 -3.891 -0.6271
```

[5]
C3F3N2P | ωB97M-V/def2-TZVPD

The value obtained for the energy above the lowest of the compared OMol25 structures with the same formula, charge and spin is 2.3134 eV. The spin multiplicity is 1. As for the orbital gap (spin up / spin down): 0.3235 / 0.1901 Ha. The value obtained for the highest occupied orbital energy (spin up / spin down) is -11.4 / -9.8 eV.

Structure (XYZ):
```
9
Properties=species:S:1:pos:R:3:mulliken_charge:R:1
C -0.356 -1.421 0.325 0.3592
C -3.940 1.021 -0.191 0.1600
C 1.629 0.356 -0.115 0.6753
N -0.685 -2.409 -0.204 -0.3358
N -2.850 0.879 0.111 -0.1751
F 2.082 1.486 0.431 -0.2310
F 2.608 -0.531 -0.178 -0.2031
F 1.206 0.671 -1.351 -0.2085
P 0.307 -0.052 1.173 -0.0409
```

[6]
C4H6F2 | ωB97M-V/def2-TZVPD

The SMILES is F[C@H]1CC[C@@H]1F. The value obtained for the energy above the lowest of the compared OMol25 structures with the same formula, charge and spin is 0.2114 eV. The spin multiplicity is 1. As for the orbital gap: 0.4574 Ha. The value obtained for the highest occupied orbital energy is -11.3 eV.

Structure (XYZ):
```
12
Properties=species:S:1:pos:R:3:mulliken_charge:R:1
F -1.676 -1.514 0.154 -0.3428
C -0.686 -0.707 -0.353 0.0537
C -0.763 0.803 -0.062 -0.5750
C 0.784 0.782 0.062 -0.5855
C 0.657 -0.719 0.347 0.0767
F 1.637 -1.545 -0.153 -0.3446
H -0.535 -0.927 -1.416 0.3121
H -1.209 1.439 -0.814 0.2958
H -1.238 0.951 0.920 0.2586
H 1.223 1.421 0.806 0.2955
H 1.275 0.934 -0.920 0.2578
H 0.531 -0.917 1.429 0.2976
```